Record 1
142
Properties=species:S:1:pos:R:3:forces:R:3:lowdin_charge:R:1 method="wB97M-V/def2-TZVPD" charge=+1 homo_energy_ha=-0.3829 energy_ha=-3497.31678
C 7.85283 -2.00337 3.05190 0.3 0.4 0.2 -0.09
O 8.36935 -3.01018 2.18561 -1.0 0.3 0.1 -0.17
C 7.74751 -3.01790 0.92092 0.7 -0.2 -0.7 -0.25
C 8.62836 -2.36329 -0.19065 -0.7 0.0 0.2 -0.15
C 8.04075 -0.99413 -0.67629 0.6 -1.3 -0.5 -0.18
C 7.15643 -1.28971 -1.91896 -0.4 1.3 0.4 -0.19
C 6.06266 -0.18603 -2.14689 -0.3 -1.4 0.8 -0.17
C 4.73743 -0.74930 -1.54352 0.0 0.9 -0.1 -0.23
C 4.04326 -1.76925 -2.50207 0.5 0.2 0.3 -0.28
P 3.62856 -3.39657 -1.72464 -0.1 0.9 0.5 1.04
C 3.70066 -3.39385 0.10527 -0.3 -0.1 0.2 -0.32
C 3.20703 -4.70432 0.79234 -0.1 0.5 0.4 -0.17
C 1.71499 -4.63496 1.23048 0.4 -1.1 -0.2 -0.19
O 1.61081 -4.14024 2.56170 -0.9 1.0 -0.8 -0.03
C 1.59371 -2.73885 2.56784 -0.9 0.4 -0.1 -0.50
C 0.42833 -1.84645 2.06295 0.2 -1.0 -0.7 0.03
O 2.55959 -2.18836 2.95838 1.6 0.6 0.8 0.15
P 4.88408 -4.89325 -2.71152 1.6 -1.8 -2.1 0.33
O 4.74025 -4.60850 -4.12399 -0.6 0.8 -0.5 -0.25
O 6.44522 -4.73013 -2.34894 -1.6 0.1 1.5 -0.11
O 4.41663 -6.41326 -2.45970 -0.1 1.3 1.4 -0.11
H 6.75801 -1.88818 2.96837 0.3 -0.2 0.0 0.09
H 8.31375 -1.02456 2.82846 -0.1 -0.3 0.1 0.09
H 8.10489 -2.27626 4.08283 0.0 0.0 -0.3 0.09
H 7.55502 -4.08575 0.68135 0.1 0.3 0.1 0.11
H 6.76635 -2.50248 0.90859 0.2 -0.1 0.3 0.09
H 9.66899 -2.25353 0.13898 -0.4 -0.2 0.2 0.12
H 8.63693 -3.07720 -1.03085 0.2 0.4 0.0 0.10
H 7.45099 -0.52849 0.12903 0.2 0.0 -0.2 0.11
H 8.90655 -0.36951 -0.93369 -0.6 0.3 0.0 0.12
H 6.62936 -2.22828 -1.67636 0.3 0.1 -0.5 0.07
H 7.77614 -1.38805 -2.81790 -0.1 -0.4 0.3 0.13
H 6.33558 0.68431 -1.53802 -0.1 0.1 -0.6 0.11
H 5.90119 0.03788 -3.20764 0.2 0.3 0.3 0.12
H 4.02160 0.06991 -1.36909 0.2 -0.3 0.0 0.10
H 5.00305 -1.15260 -0.55466 -0.2 -0.1 -0.3 0.09
H 3.10890 -1.33348 -2.88309 0.1 -0.3 0.1 0.08
H 4.69627 -1.93228 -3.37484 -0.3 -0.4 0.3 0.10
H 2.29543 -3.69807 -2.09970 0.4 -0.2 0.1 0.07
H 3.05630 -2.56699 0.45199 0.3 -0.1 -0.3 0.09
H 4.71408 -3.12462 0.43971 -0.2 -0.1 -0.4 0.07
H 3.39606 -5.62948 0.22650 -0.1 0.3 -0.1 0.09
H 3.77820 -4.80481 1.72821 -0.1 -0.1 -0.3 0.13
H 1.09920 -4.05758 0.52120 0.1 -0.2 0.2 0.12
H 1.35090 -5.67168 1.25855 -0.2 0.4 0.0 0.14
H 0.87032 -0.88382 1.78019 0.0 -0.3 0.3 0.08
H -0.35112 -1.67368 2.81240 0.2 -0.3 -0.1 0.08
H -0.01429 -2.26929 1.14702 -0.2 0.1 0.4 0.08
H 6.60344 -4.73982 -1.38461 0.4 -0.1 -0.3 0.07
H 3.98131 -6.55861 -1.60165 0.2 -0.4 -0.2 0.07
C -6.74883 -6.04050 2.89828 0.2 0.0 0.0 -0.11
O -5.40252 -5.69591 2.63909 -0.1 0.3 0.1 -0.20
C -5.20578 -5.18584 1.33115 0.2 -0.2 0.2 -0.20
C -4.09541 -4.15325 1.31315 0.0 0.1 -0.1 -0.19
O -4.46272 -2.89220 1.85672 0.1 0.0 0.1 -0.13
C -4.63556 -2.81064 3.26922 -0.1 0.1 -0.1 -0.17
C -3.34615 -2.92679 4.05643 -0.2 -0.3 0.2 -0.19
O -2.91159 -4.27694 4.12190 0.2 0.0 -0.4 -0.19
C -1.51409 -4.39365 4.24348 -0.2 -0.1 0.2 -0.10
H -7.05865 -6.89109 2.28321 -0.1 0.0 0.0 0.09
H -6.82752 -6.31327 3.94953 0.1 -0.1 0.0 0.09
H -7.41066 -5.18632 2.71713 -0.1 -0.1 -0.1 0.09
H -6.12617 -4.73079 0.94752 0.0 0.0 0.0 0.13
H -4.92889 -6.02701 0.68225 0.0 0.1 -0.2 0.13
H -3.85192 -3.95091 0.26610 -0.1 0.1 0.0 0.12
H -3.18558 -4.53624 1.78010 -0.1 -0.1 0.2 0.11
H -5.38388 -3.52503 3.61419 0.2 -0.1 0.1 0.12
H -5.04425 -1.81348 3.44776 0.1 0.0 -0.1 0.13
H -3.51570 -2.58110 5.08400 0.0 0.2 -0.1 0.13
H -2.58132 -2.29522 3.58770 0.0 0.0 0.0 0.11
H -0.99352 -3.87459 3.43053 0.0 0.0 0.0 0.05
H -1.25638 -5.45013 4.18612 -0.1 0.0 0.1 0.09
H -1.17932 -3.99408 5.20741 0.2 0.0 0.0 0.10
C -0.51856 1.48383 -0.34105 -0.1 0.1 0.0 -0.11
O 0.06250 2.45117 -1.18367 0.2 -0.3 -0.1 -0.20
C 1.38284 2.79091 -0.78955 -0.3 0.2 -0.2 -0.19
C 2.23222 3.12823 -1.99695 0.2 0.1 0.1 -0.17
O 2.63124 1.98937 -2.76132 -0.1 -0.1 0.1 -0.14
C 1.61526 1.34214 -3.52546 0.1 0.0 0.0 -0.18
C 1.11671 2.15286 -4.70524 -0.4 0.0 0.1 -0.19
O 0.23925 3.17320 -4.26387 0.2 0.1 0.1 -0.22
C 0.23846 4.30315 -5.11513 -0.1 -0.1 0.0 -0.10
H -0.68358 1.89393 0.66090 0.0 -0.2 0.1 0.09
H -1.47576 1.18822 -0.76993 0.0 0.1 0.0 0.08
H 0.11946 0.59057 -0.28522 0.0 0.0 0.1 0.07
H 1.85013 1.96268 -0.24102 0.0 0.0 0.0 0.12
H 1.32362 3.66398 -0.12834 0.2 0.0 0.1 0.13
H 3.16330 3.57090 -1.63454 0.0 -0.1 0.0 0.13
H 1.75331 3.87749 -2.62664 -0.2 -0.1 0.0 0.12
H 0.79182 1.01792 -2.88583 -0.1 0.2 -0.1 0.12
H 2.08745 0.43642 -3.92002 0.1 0.1 -0.1 0.11
H 0.55781 1.49845 -5.38730 0.2 -0.1 -0.1 0.13
H 1.97308 2.57825 -5.24080 0.0 0.0 0.0 0.13
H 1.25297 4.69891 -5.23493 0.0 0.0 -0.1 0.09
H -0.37718 5.07275 -4.65300 -0.1 -0.1 0.0 0.09
H -0.17961 4.05051 -6.09469 0.1 0.1 -0.1 0.09
C -3.31643 3.50745 1.40796 0.1 0.0 0.1 -0.10
O -2.40522 4.11385 2.30207 -0.2 0.1 0.0 -0.20
C -1.68990 5.18786 1.71082 0.1 -0.2 0.3 -0.20
C -1.37177 6.26191 2.73342 0.0 0.1 -0.1 -0.18
O -2.48341 7.07007 3.09102 0.0 -0.1 0.0 -0.12
C -3.49411 6.47636 3.90073 0.0 0.1 0.0 -0.18
C -3.06284 6.20288 5.32807 -0.1 -0.4 -0.1 -0.20
O -2.23928 5.04768 5.39624 0.3 0.1 -0.1 -0.21
C -1.33000 5.08978 6.47457 -0.2 0.0 -0.1 -0.11
H -2.78421 3.00079 0.59736 -0.2 0.0 -0.2 0.07
H -3.90115 2.77507 1.96365 0.1 0.0 0.0 0.09
H -4.00744 4.25137 0.99621 0.0 0.0 -0.1 0.09
H -2.26492 5.63194 0.88998 0.0 0.0 0.0 0.13
H -0.75160 4.78218 1.30774 0.1 0.2 -0.1 0.12
H -0.65591 6.94968 2.27527 -0.1 0.0 0.0 0.13
H -0.88513 5.84388 3.61606 -0.1 -0.2 0.0 0.12
H -3.90227 5.58343 3.42478 0.1 -0.1 0.1 0.12
H -4.29974 7.21332 3.93380 0.1 0.1 0.0 0.13
H -3.95141 6.01586 5.94477 -0.1 0.2 0.0 0.13
H -2.53388 7.07946 5.71905 0.0 0.0 0.0 0.13
H -0.71378 5.99497 6.42797 0.0 0.0 0.1 0.09
H -0.67381 4.22414 6.39711 -0.1 0.0 0.0 0.09
H -1.86047 5.05170 7.43194 0.1 0.1 0.1 0.09
C -5.00793 5.20145 -3.98596 0.0 -0.2 -0.1 -0.11
O -4.66509 3.84365 -4.16550 -0.1 0.1 0.3 -0.20
C -3.48231 3.47737 -3.47164 -0.1 -0.1 -0.4 -0.19
C -3.55434 2.03473 -3.00983 0.1 0.0 0.1 -0.17
O -4.40552 1.82909 -1.88472 0.0 0.0 -0.1 -0.14
C -5.80895 1.93845 -2.11315 0.0 0.0 0.2 -0.17
C -6.39174 0.81442 -2.94693 -0.1 0.3 -0.3 -0.20
O -6.08937 0.99494 -4.32151 0.3 -0.1 0.0 -0.20
C -6.02070 -0.22223 -5.03070 -0.1 0.2 0.1 -0.11
H -4.26673 5.85642 -4.45589 0.0 0.1 0.1 0.09
H -5.97721 5.36663 -4.45430 0.1 0.0 -0.1 0.09
H -5.09854 5.44250 -2.92047 0.1 0.1 0.0 0.09
H -3.32161 4.12713 -2.60278 0.0 0.0 0.0 0.13
H -2.63935 3.59643 -4.16372 0.2 0.0 0.2 0.12
H -2.55547 1.74584 -2.67143 0.0 0.1 0.1 0.11
H -3.81395 1.36073 -3.82742 -0.1 0.2 -0.1 0.12
H -6.06246 2.91707 -2.52220 0.0 -0.1 -0.2 0.12
H -6.26234 1.88418 -1.12037 0.1 -0.1 0.0 0.13
H -7.48444 0.81631 -2.84255 0.0 -0.1 0.2 0.13
H -5.99932 -0.14371 -2.58591 0.0 0.0 0.0 0.13
H -5.29468 -0.90127 -4.56729 -0.1 -0.1 0.0 0.08
H -5.68793 -0.00418 -6.04415 -0.1 0.1 0.0 0.09
H -7.00350 -0.70360 -5.07294 0.0 -0.1 0.0 0.09

Record 2
20
Properties=species:S:1:pos:R:3:forces:R:3:nbo_charge:R:1 method="wB97M-V/def2-TZVPD" e_above_lowest_kcal_mol=246.1 homo_energy_ha=-0.2616 energy_ha=-382.11029
C -0.64912 -1.86727 0.39550 0.8 0.1 -0.6 -0.65
C 0.68395 -1.21417 -0.02314 -0.5 -1.4 -1.1 -0.21
N 0.53041 0.17825 -0.50355 -2.2 -0.4 -0.6 -0.22
C 0.59465 1.13283 0.60023 0.8 0.4 0.0 -0.44
C -0.47446 0.32342 -1.44279 1.3 -1.5 0.1 -0.15
C -1.52562 1.00911 -1.14523 0.8 3.1 3.5 0.64
N 2.22181 -1.27364 2.10417 -0.6 0.8 0.5 -1.08
O -2.11077 1.76045 -0.44403 -1.1 -1.3 -2.1 -0.42
H -0.47347 -2.93576 0.57870 -0.1 0.3 -0.1 0.23
H -1.33621 -1.73743 -0.43195 -0.5 -0.4 0.2 0.22
H -1.00648 -1.42668 1.32091 -0.2 0.2 0.1 0.21
H 1.09961 -1.83006 -0.82622 0.5 0.2 0.2 0.22
H 1.45164 -1.30303 0.89936 0.6 0.4 0.5 0.30
H 0.58042 2.15801 0.23972 0.1 0.0 -0.1 0.21
H -0.25606 1.00332 1.28536 0.2 -0.2 -0.1 0.22
H 1.51702 0.91275 1.13925 -0.2 0.2 0.2 0.25
H -0.83402 2.62222 -3.15888 0.1 -0.1 0.0 -0.02
H -1.09258 3.16914 -3.58044 -0.1 0.1 -0.1 0.02
H 3.14735 -0.87741 1.96266 0.2 -0.5 -0.2 0.33
H 2.27182 -2.08783 2.70882 0.3 -0.2 -0.3 0.34

Record 3
101
Properties=species:S:1:pos:R:3:forces:R:3:lowdin_charge:R:1 method="wB97M-V/def2-TZVPD" e_above_lowest_kcal_mol=15.6 charge=+1 homo_energy_ha=-0.3467 energy_ha=-11745.72943
Ti -0.10839 -0.03579 -0.48885 0.1 0.1 0.1 1.23
O 2.18130 4.00449 5.04622 0.3 0.0 -0.3 0.10
N 1.27771 4.53078 4.42957 -0.6 -0.3 0.8 -0.34
O 0.78574 5.60360 4.68898 0.2 0.2 -0.3 0.12
C 0.58740 3.70415 3.42066 0.0 0.1 -0.3 -0.05
C -0.74794 3.85614 3.33519 0.1 0.1 0.1 0.09
C -1.50517 3.05478 2.43027 0.0 -0.1 -0.1 -0.12
C -2.89295 3.19307 2.26167 0.0 0.0 0.0 0.04
C -3.52870 2.41212 1.33061 0.0 0.0 0.0 -0.01
C -2.78062 1.48211 0.60648 0.0 0.0 0.0 -0.14
N -1.48197 1.29927 0.77363 -0.1 -0.1 -0.1 0.05
C -0.84214 2.09579 1.65794 0.0 0.1 0.1 -0.15
C 0.57857 1.95382 1.75691 0.0 0.1 0.0 -0.12
N 1.14713 1.02571 0.95515 0.0 -0.1 -0.2 0.05
C 2.46243 0.90612 0.95253 -0.1 0.0 0.0 -0.08
C 3.28370 1.69501 1.75514 0.0 0.1 0.1 0.02
C 2.72521 2.62203 2.59148 0.1 0.0 0.0 0.06
C 1.32496 2.77063 2.61362 -0.2 -0.1 0.0 -0.04
H -1.24467 4.59079 3.95464 0.0 0.0 0.0 0.14
H -3.43867 3.91740 2.85336 0.0 0.0 0.0 0.14
H -4.59127 2.49321 1.15149 0.0 0.0 0.0 0.13
H -3.28423 0.85690 -0.11924 0.0 0.0 0.0 0.12
H 2.89340 0.18365 0.27574 0.0 0.0 0.0 0.12
H 4.35394 1.55889 1.70796 0.0 0.0 0.0 0.13
H 3.34716 3.22887 3.23033 0.0 0.0 0.0 0.13
C 0.82611 -2.13984 2.03932 -0.2 0.1 -0.1 -0.10
N 0.89283 -1.65721 0.61835 0.6 -0.2 0.0 -0.01
C 1.88881 -2.15520 -0.04787 -0.2 0.1 0.1 -0.08
C 2.13826 -1.67245 -1.35297 -0.1 -0.2 -0.1 -0.32
C 3.09186 -1.91933 -2.32164 -0.1 0.1 0.1 0.02
C 2.77789 -1.06729 -3.40394 -0.1 0.1 0.0 -0.04
C 1.65383 -0.35646 -3.04109 0.1 0.0 -0.1 -0.13
N 1.23821 -0.72295 -1.79454 0.1 0.3 0.2 -0.06
C 1.70097 -1.37580 3.00318 0.0 0.1 0.1 -0.21
C 3.08564 -1.51732 3.01427 0.0 -0.1 0.0 -0.05
C 3.85736 -0.85023 3.95484 0.0 -0.1 0.0 -0.07
C 3.25003 -0.04096 4.90505 0.0 0.0 0.0 -0.07
C 1.86912 0.09333 4.91422 0.0 0.1 0.0 -0.06
C 1.10157 -0.56820 3.96564 0.0 -0.1 0.0 -0.02
H 1.09959 -3.19520 2.01426 0.0 0.0 0.1 0.14
H -0.19377 -2.08490 2.39292 -0.1 0.0 0.0 0.08
H 2.53970 -2.90174 0.40166 -0.1 -0.1 0.0 0.15
H 3.91885 -2.60853 -2.25045 0.0 0.0 0.0 0.12
H 3.31281 -0.98144 -4.33563 0.0 0.0 0.0 0.11
H 1.11204 0.38786 -3.60504 0.0 0.0 0.0 0.12
H 3.57194 -2.19511 2.32086 0.0 0.0 0.0 0.11
H 4.93069 -0.98840 3.96672 0.0 0.0 0.0 0.11
H 3.84933 0.46407 5.65168 0.0 0.0 0.0 0.11
H 1.39120 0.69445 5.67768 0.0 0.0 0.0 0.12
H 0.01794 -0.50791 4.00292 0.0 0.0 0.0 0.12
Br -4.12281 0.20881 -6.46990 0.0 0.0 0.1 0.84
C -3.04790 0.04813 -4.94261 0.0 -0.1 -0.1 -0.66
C -2.99547 1.06292 -4.00691 0.0 0.1 0.1 -0.07
C -2.18684 0.88414 -2.90179 0.0 -0.1 0.0 -0.11
N -1.45341 -0.21307 -2.67189 -0.1 -0.1 0.1 0.07
C -1.50973 -1.19786 -3.59146 0.0 0.1 0.0 -0.18
C -2.29356 -1.09384 -4.73347 0.0 0.0 0.0 -0.04
C -0.71735 -2.45543 -3.42612 0.0 0.0 0.0 -0.23
C 0.03780 -2.92457 -4.49034 0.0 0.0 -0.1 -0.06
C 0.71493 -4.12288 -4.33673 0.0 0.0 -0.1 -0.67
Br 1.79875 -4.76991 -5.72686 0.0 0.0 0.0 0.82
C 0.60149 -4.82593 -3.15186 0.0 -0.1 0.0 -0.08
C -0.16849 -4.27035 -2.14529 0.0 0.1 0.0 -0.10
N -0.80634 -3.10830 -2.26748 0.0 0.1 0.0 0.10
H -3.55945 1.97687 -4.12827 0.0 0.0 0.0 0.12
H -2.10064 1.67502 -2.16992 0.0 0.1 0.0 0.07
H -2.32033 -1.91086 -5.44000 0.0 0.0 0.0 0.12
H 0.11371 -2.35890 -5.40811 0.0 0.0 0.0 0.12
H 1.10657 -5.77006 -3.00660 0.0 0.0 0.0 0.12
H -0.27124 -4.77740 -1.19254 0.0 0.0 0.0 0.12
N -1.80151 -1.34775 -0.21959 -0.3 -0.2 -0.2 0.00
C -2.15805 -2.06561 1.00742 0.2 -0.3 0.1 -0.29
C -1.98612 -3.44587 0.97805 0.1 0.1 0.0 -0.03
C -2.05003 -4.19037 2.14499 0.0 0.1 0.0 -0.02
C -2.30211 -3.55252 3.34860 0.0 -0.1 0.2 -0.23
C -2.59596 -2.19716 3.35972 0.0 0.0 0.0 -0.05
C -2.51893 -1.44507 2.19836 0.0 0.1 0.0 -0.05
S -2.16025 -4.42593 4.92615 -0.2 -0.1 0.3 0.39
O -1.54329 -5.68561 4.56957 0.1 0.0 -0.2 -0.35
O -3.52795 -4.51087 5.39130 0.0 0.1 -0.1 -0.33
O -1.31501 -3.52367 5.68901 0.1 0.2 -0.1 -0.35
H -1.49974 -2.08847 -0.89392 0.0 0.1 0.0 0.05
H -2.63303 -0.97364 -0.67446 0.0 0.1 0.1 0.10
H -1.75835 -3.93455 0.03860 0.0 0.0 0.0 0.09
H -1.85673 -5.25610 2.15105 0.0 0.0 0.0 0.12
H -2.82754 -1.72463 4.30663 0.0 0.0 0.0 0.13
H -2.69682 -0.38642 2.27497 0.0 0.2 -0.1 0.09
Br -1.53738 4.41125 -1.11212 0.0 -0.1 0.0 0.87
C -0.51680 4.28448 -2.71020 0.0 0.0 0.0 -0.59
C -0.85018 5.15884 -3.73221 0.0 0.0 0.0 -0.12
C -0.09286 5.18181 -4.89291 0.0 0.0 0.0 -0.06
C 1.01564 4.35803 -5.01616 0.0 0.0 0.0 -0.05
C 1.35030 3.50247 -3.98178 0.0 -0.1 0.0 -0.01
C 0.57573 3.42987 -2.82410 0.0 0.0 0.0 -0.16
C 1.01742 2.40421 -1.82156 0.2 0.2 0.0 -0.53
O 2.18083 2.24457 -1.54301 -0.1 0.0 0.0 0.12
O 0.04234 1.63136 -1.35916 -0.3 -0.1 0.0 -0.22
H -1.68803 5.83116 -3.60957 0.0 0.0 0.0 0.10
H -0.36032 5.86348 -5.68908 0.0 0.0 0.0 0.12
H 1.62486 4.39070 -5.90905 0.0 0.0 0.0 0.11
H 2.22546 2.86871 -4.04921 0.0 0.0 0.0 0.12